[1]
The following is a DFT calculation (ωB97M-V with the def2-TZVPD basis set) of C6H13N in the gas phase at a distorted geometry.

As for the SMILES: C=CCCCNC. The value obtained for the HOMO-LUMO gap is 9.89 eV. The highest occupied orbital energy comes out at -8.7 eV. The value obtained for the LUMO energy is 1.164 eV. The calculation puts the relative energy (zero: lowest compared OMol25 entry of this formula, charge and spin) at 56.1 kcal/mol. The spin multiplicity is 1.

XYZ file:
```
20
Properties=species:S:1:pos:R:3:forces:R:3
C -3.28220 0.83463 0.53213 -1.9 -0.2 -0.8
C -2.67601 -0.33720 0.49835 -0.4 0.2 0.5
C -1.22657 -0.52624 0.83767 1.2 1.6 0.3
C -0.24808 -0.19404 -0.37497 -2.1 -4.4 -0.4
C 1.19958 -0.46457 -0.01011 -0.1 1.1 2.6
N 2.24500 0.59198 -0.16266 -1.2 0.7 -2.1
C 3.30081 0.10914 -1.03721 1.5 1.0 0.9
H -4.34370 0.92070 0.24776 0.5 -0.2 0.2
H -2.86791 1.77980 0.77628 0.9 0.5 0.2
H -3.30564 -1.24540 0.31886 0.8 0.8 -0.1
H -0.80299 0.06736 1.75879 -1.3 -0.9 -1.5
H -1.22796 -1.56196 1.08434 1.1 -1.0 0.3
H -0.74870 -0.84638 -1.24881 1.7 1.2 1.5
H -0.38083 0.75787 -0.70976 -0.5 2.9 -0.6
H 1.58896 -1.37126 -0.41139 0.1 -0.7 -0.3
H 1.15947 -0.58913 1.11172 0.1 -0.4 -1.0
H 1.93765 1.50096 -0.60736 -0.3 -1.6 1.0
H 3.45554 0.62674 -1.95950 0.1 1.3 -0.4
H 4.21481 0.13067 -0.44069 0.4 -0.1 -0.5
H 3.20110 -0.84406 -1.45679 -0.6 -2.0 0.1
```
Positions in Å, forces in eV/Å.

***

[2]
The following is a DFT calculation (ωB97M-V with the def2-TZVPD basis set) of C6H13N in the gas phase at a distorted geometry.

As for the SMILES: C=CCCNCC. The value obtained for the HOMO-LUMO gap is 9.84 eV. The highest occupied orbital energy comes out at -8.7 eV. The value obtained for the LUMO energy is 1.162 eV. The calculation puts the relative energy (zero: lowest compared OMol25 entry of this formula, charge and spin) at 37.8 kcal/mol. The spin multiplicity is 1.

XYZ file:
```
20
Properties=species:S:1:pos:R:3:forces:R:3
C -0.43262 -1.25727 -3.50874 0.1 0.7 1.0
C -0.62646 -1.36997 -2.17732 -0.7 0.2 -2.2
C 0.16274 -0.60617 -1.17666 0.8 -1.0 0.6
C -0.62971 -0.00219 -0.01860 -1.3 -1.0 0.4
N 0.18642 0.80139 0.87530 0.5 0.2 -0.8
C 0.16973 0.57172 2.32552 -0.5 -1.1 -1.2
C 0.99371 1.66100 2.97333 -0.2 -1.3 1.2
H -1.23879 -1.36152 -4.22616 0.3 -1.1 -0.1
H 0.50716 -0.85483 -3.87870 -0.3 0.6 -0.1
H -1.41372 -2.08109 -1.92297 -0.3 0.7 0.7
H 0.71808 0.20625 -1.64973 0.1 -0.2 -0.2
H 0.87189 -1.37379 -0.82208 0.3 0.6 0.6
H -1.10563 -0.81676 0.54867 0.1 -0.2 0.0
H -1.50090 0.53316 -0.43263 0.4 0.3 0.1
H 1.12947 0.62870 0.54628 0.2 0.4 0.3
H 0.49063 -0.46876 2.54509 0.6 0.4 0.2
H -0.86908 0.49310 2.65295 -0.1 0.8 0.1
H 2.03528 1.60397 2.64722 -0.2 0.4 -0.3
H 0.50798 2.62192 2.86213 0.3 0.2 -0.2
H 1.03482 1.40655 4.03783 0.0 0.3 0.1
```
Positions in Å, forces in eV/Å.

***

[3]
The following is a DFT calculation (ωB97M-V with the def2-TZVPD basis set) of C6H13N in the gas phase at a distorted geometry.

As for the SMILES: C[C@H]1N(C)C1(C)C. The value obtained for the HOMO-LUMO gap is 9.90 eV. The highest occupied orbital energy comes out at -8.8 eV. The value obtained for the LUMO energy is 1.072 eV. The calculation puts the relative energy (zero: lowest compared OMol25 entry of this formula, charge and spin) at 36.7 kcal/mol. The spin multiplicity is 1.

XYZ file:
```
20
Properties=species:S:1:pos:R:3:forces:R:3
C 0.51511 -1.48308 1.88961 -0.1 0.0 -0.2
C -0.01683 -0.29605 1.06981 -0.2 0.1 0.0
N 0.95760 0.28719 0.16343 0.0 0.1 -0.2
C 1.13001 1.72128 0.11844 0.1 0.3 0.0
C -0.29714 -0.14182 -0.42266 -0.5 0.3 -0.3
C -1.29562 0.98661 -1.02407 0.0 -0.7 0.1
C -0.27604 -1.31615 -1.39505 -0.1 0.1 0.0
H 1.06086 -1.10003 2.76909 -0.2 0.1 -0.3
H -0.26367 -2.14931 2.27892 0.0 0.2 -0.2
H 1.23795 -2.08418 1.32819 -0.2 0.2 -0.1
H -0.64016 0.36865 1.67457 0.3 0.2 -0.1
H 1.79896 1.96431 -0.71245 0.0 0.1 0.2
H 0.15865 2.16289 -0.09417 0.5 0.6 0.4
H 1.52919 2.12399 1.05112 0.1 -0.1 -0.1
H -2.28305 0.53704 -1.07990 -0.1 -0.3 -0.2
H -1.51116 1.99942 -0.61550 0.5 -1.0 0.5
H -0.96684 1.22351 -2.05090 0.0 -0.4 0.3
H 0.50744 -2.06198 -1.21251 -0.1 0.4 0.3
H -0.13353 -0.93868 -2.41477 0.0 -0.1 0.1
H -1.24190 -1.83193 -1.36215 0.1 0.0 -0.1
```
Positions in Å, forces in eV/Å.